Molecular formula: C5H13N3O
Method: DFT, the ωB97M-V functional and the def2-TZVPD basis

ORCA input file:
```
! wB97M-V def2-TZVPD RIJCOSX def2/J DEFGRID3
* xyz 0 1
C 1.65 0.94 -1.13
C 0.91 -2.19 0.27
C 0.22 -0.96 0.79
O 2.19 2.09 -0.54
N 0.75 -0.27 1.73
H 1.43 2.60 -0.19
H 0.15 0.49 2.04
H 1.91 0.90 -2.20
H 2.15 0.07 -0.70
H 0.48 -3.09 0.73
H 0.80 -2.27 -0.81
H 1.98 -2.13 0.49
C -2.19 -0.16 0.94
N -1.05 -0.68 0.20
C -0.06 1.07 -1.14
N -0.52 2.24 -0.83
H -1.32 -1.35 -0.52
H -1.48 2.20 -0.49
H -0.46 0.52 -2.00
H -1.92 0.32 1.89
H -2.93 -0.94 1.13
H -2.68 0.60 0.32
*
```

Properties
HOMO energy: -8.821 eV
energy relative to the best compared isomer or geometry (same formula, charge and spin): 86.7 kcal/mol
SMILES string: [H]/N=C(/C)NC.[H]/N=C/CO
total energy: -437.7159 Ha

For reference, the Löwdin charges in units of e are: number 1, C, carries -0.21; number 2, C, carries -0.04; number 3, C, carries -0.51; number 4, O, carries -0.10; number 5, N, carries 0.15; number 6, H, carries 0.06; number 7, H, carries 0.04; number 8, H, carries 0.10; number 9, H, carries 0.08; number 10, H, carries 0.08; number 11, H, carries 0.08; number 12, H, carries 0.08; number 13, C, carries -0.08; number 14, N, carries -0.07; number 15, C, carries -0.19; number 16, N, carries 0.06; number 17, H, carries 0.12; number 18, H, carries 0.04; number 19, H, carries 0.10; number 20, H, carries 0.08; number 21, H, carries 0.08; number 22, H, carries 0.07